C16H14BBiBrO2 | wB97M-V/def2-TZVPD

Geometry (Å):
C (0.7734, -1.1363, -1.6178)
C (1.9711, -0.6055, -1.0065)
C (2.3269, -1.4517, 0.0589)
H (2.5096, 0.2773, -1.3756)
C (1.3828, -2.5253, 0.1295)
C (0.4063, -2.3387, -0.8722)
H (-0.3938, -3.0211, -1.1677)
H (0.4376, -0.8783, -2.6198)
H (3.1961, -1.3062, 0.6984)
H (1.4451, -3.4084, 0.7793)
Bi (-1.1917, 0.2556, -0.7023)
Br (-0.2963, 2.1717, -2.2370)
C (-4.6572, -0.3824, -2.1951)
C (-4.5562, -1.7932, -2.3986)
C (-3.8377, -2.0128, -3.6146)
H (-4.9525, -2.5638, -1.7430)
C (-3.4943, -0.7378, -4.1596)
C (-3.9836, 0.2678, -3.2732)
H (-3.8862, 1.3428, -3.4093)
H (-5.1868, 0.1123, -1.3846)
H (-3.5917, -2.9792, -4.0465)
H (-2.9814, -0.5621, -5.1021)
O (1.3303, 1.5937, 0.9154)
B (0.1092, 0.9013, 1.2384)
O (0.0921, 0.6645, 2.6341)
C (1.2580, 1.1880, 3.1245)
C (1.6239, 1.3706, 4.4384)
C (2.8798, 1.9641, 4.6762)
C (3.6410, 2.4700, 3.6269)
C (3.1757, 2.4127, 2.3061)
C (2.0130, 1.7267, 2.0830)
H (0.9308, 1.0961, 5.2356)
H (3.2468, 2.0366, 5.7030)
H (4.5982, 2.9503, 3.8096)
H (3.6619, 2.9006, 1.4682)

Values from the calculation:
**HOMO-LUMO gap**: 0.1800 Ha
**Net charge**: -1
**Lowest unoccupied orbital energy**: 0.0662 Ha
**HOMO**: -0.1138 Ha

C16H14BCl5N6Pd | wB97M-V/def2-TZVPD

Geometry (Å):
H (0.8175, -1.6375, 2.1728)
N (-0.6456, -0.5027, 1.1202)
B (-2.7858, 0.6377, 0.3690)
N (-1.9928, -0.2827, 1.3383)
C (-2.3886, -0.9487, 2.4435)
Pd (0.4069, 0.3289, -0.6651)
H (-3.4146, -0.9020, 2.7755)
C (-1.2751, -1.6163, 2.9610)
H (-1.2478, -2.2373, 3.8306)
C (-0.2044, -1.3068, 2.1000)
H (-3.9355, 0.7511, 0.6460)
C (1.5539, 0.8656, -2.1075)
H (2.3073, 0.0237, -2.2439)
H (2.0881, 1.8046, -1.8314)
H (1.0192, 0.9786, -3.1224)
N (-2.5483, -0.0348, -1.0238)
N (-2.0208, 2.0056, 0.4770)
N (-1.2459, -0.3162, -1.4596)
N (-0.6707, 2.0162, 0.2147)
C (-3.4090, -0.4959, -1.9408)
C (-2.3909, 3.2528, 0.8474)
H (-4.4622, -0.3403, -1.7807)
H (-3.4246, 3.4667, 1.0626)
C (-2.6958, -1.0900, -2.9799)
C (-1.2525, 4.0686, 0.8227)
C (-1.3421, -0.9674, -2.6391)
C (-0.1919, 3.2535, 0.4228)
H (-3.0840, -1.5391, -3.8682)
H (-1.1937, 5.1168, 1.0391)
H (-0.4566, -1.2984, -3.1681)
H (0.8625, 3.4796, 0.2773)
H (0.0470, 1.5465, -1.4922)
Cl (3.0102, 1.5132, 1.1193)
C (3.1789, -0.1492, 0.6846)
C (2.1480, -0.8150, 0.0533)
C (2.2370, -2.1828, -0.1304)
Cl (0.9063, -3.0799, -0.7651)
C (3.4283, -2.8936, 0.1992)
Cl (3.5499, -4.5847, -0.0428)
C (4.5367, -2.1838, 0.7134)
Cl (6.0327, -2.9726, 0.9708)
C (4.4091, -0.8031, 0.9835)
Cl (5.7395, 0.0709, 1.6161)

Values from the calculation:
**Expectation value of S²**: 6.032
**Multiplicity**: 5
**HOMO-LUMO gap (spin up / spin down)**: 0.2701 / 0.1474 Ha
**Net charge**: +2
**Lowest unoccupied orbital energy (spin up / spin down)**: -0.2522 / -0.3942 Ha
**HOMO (spin up / spin down)**: -0.5223 / -0.5416 Ha

C16H14BF2O6S3SbW | wB97M-V/def2-TZVPD

Geometry (Å):
W (0.1721, -0.0207, 0.1141)
S (2.6549, -2.0461, 3.2999)
Sb (2.5168, -0.0047, 2.3910)
S (0.0488, 0.7217, 2.2594)
S (2.4686, -0.2045, -0.1223)
C (-7.2825, -0.4105, -2.5088)
O (-6.2946, -0.4328, -1.4985)
C (-5.0000, -0.2685, -1.8750)
C (-4.6089, -0.0612, -3.2175)
C (-3.2705, 0.0954, -3.4784)
C (-2.2881, 0.0627, -2.4765)
C (-0.9022, 0.2287, -2.8226)
C (-0.4745, 0.3644, -4.2599)
O (0.0204, 0.2555, -1.9931)
C (-2.6916, -0.1596, -1.1254)
O (-1.8718, -0.2333, -0.1336)
C (-4.0685, -0.3166, -0.8638)
H (-8.2336, -0.5656, -2.0066)
H (-7.1266, -1.2089, -3.2387)
H (-7.3031, 0.5514, -3.0276)
H (-5.3215, -0.0222, -4.0261)
H (-2.9712, 0.2529, -4.5056)
H (-1.0027, 1.1789, -4.7548)
H (-0.6857, -0.5604, -4.7990)
H (0.5939, 0.5580, -4.2801)
H (-4.3888, -0.4864, 0.1547)
F (-0.1657, 2.8046, -1.3639)
B (0.3652, 2.1822, -0.2811)
F (1.0470, 3.0539, 0.4762)
O (-0.2109, -4.2713, 2.5549)
C (-0.2457, -4.8702, 1.3610)
C (-0.3808, -6.2630, 1.3392)
C (-0.4106, -6.9434, 0.1401)
C (-0.3071, -6.2637, -1.0738)
C (-0.1813, -4.8896, -1.0582)
C (-0.1548, -4.1807, 0.1420)
C (-0.0476, -2.7083, 0.1131)
O (0.0269, -2.0610, -0.9699)
O (-0.0308, -2.0427, 1.1893)
H (-0.0135, -3.3172, 2.4252)
H (-0.4487, -6.7816, 2.2864)
H (-0.5104, -8.0225, 0.1465)
H (-0.3246, -6.8052, -2.0101)
H (-0.1023, -4.3192, -1.9748)

Values from the calculation:
**Expectation value of S²**: 0.761
**Multiplicity**: 2
**HOMO-LUMO gap (spin up / spin down)**: 0.2331 / 0.2514 Ha
**Net charge**: -1
**Lowest unoccupied orbital energy (spin up / spin down)**: 0.0790 / 0.0780 Ha
**HOMO (spin up / spin down)**: -0.1541 / -0.1734 Ha

C16H14BF2O6S3SbW | wB97M-V/def2-TZVPD

Geometry (Å):
W (0.0610, -0.1004, 1.2619)
S (2.6126, -2.6838, 3.6525)
Sb (2.4770, -0.4700, 3.3946)
S (-0.3489, 0.4739, 3.2920)
S (2.4956, -0.0570, 1.0130)
C (0.0170, 7.4422, -1.2731)
O (0.0526, 6.4279, -0.2916)
C (0.0697, 5.1328, -0.7118)
C (0.0218, 4.7723, -2.0767)
C (0.0435, 3.4390, -2.3902)
C (0.1022, 2.4305, -1.4137)
C (0.1102, 1.0468, -1.7837)
C (0.1562, 0.6282, -3.2313)
O (0.0539, 0.1260, -0.9559)
C (0.1535, 2.7990, -0.0357)
O (0.2508, 1.9700, 0.9392)
C (0.1363, 4.1791, 0.2721)
H (0.0320, 8.3850, -0.7322)
H (-0.8945, 7.3885, -1.8744)
H (0.8871, 7.3934, -1.9332)
H (-0.0319, 5.5118, -2.8603)
H (0.0057, 3.1552, -3.4340)
H (1.0015, 1.0850, -3.7459)
H (-0.7587, 0.9343, -3.7419)
H (0.2408, -0.4542, -3.2680)
H (0.1785, 4.4724, 1.3118)
F (-2.9970, 0.7190, 0.5975)
B (-2.0739, -0.2472, 0.4575)
F (-2.4699, -1.2029, -0.3987)
O (-1.0258, -4.4097, 3.4027)
C (-0.5442, -4.9788, 2.2871)
C (-0.5503, -6.3729, 2.2106)
C (-0.0525, -7.0088, 1.0912)
C (0.4635, -6.2793, 0.0214)
C (0.4646, -4.9007, 0.0903)
C (-0.0413, -4.2393, 1.2070)
C (-0.0340, -2.7705, 1.2451)
O (0.3990, -2.0677, 0.2979)
O (-0.4842, -2.1261, 2.2428)
H (-0.8993, -3.4392, 3.3231)
H (-0.9421, -6.9297, 3.0515)
H (-0.0597, -8.0917, 1.0518)
H (0.8614, -6.7867, -0.8472)
H (0.8598, -4.2955, -0.7149)

Values from the calculation:
**Expectation value of S²**: 0.761
**Multiplicity**: 2
**HOMO-LUMO gap (spin up / spin down)**: 0.2509 / 0.2634 Ha
**Net charge**: -1
**Lowest unoccupied orbital energy (spin up / spin down)**: 0.0836 / 0.0832 Ha
**HOMO (spin up / spin down)**: -0.1674 / -0.1801 Ha

C16H14BF5N6PbS | wB97M-V/def2-TZVPD

Geometry (Å):
H (0.8767, 3.2687, 0.2382)
N (0.4286, 1.7024, -1.1293)
B (0.0534, 0.2734, -3.2284)
N (0.4353, 1.6265, -2.5094)
C (0.7987, 2.8262, -3.0083)
Pb (-0.0434, -0.0667, 0.5423)
H (0.8670, 2.9727, -4.0744)
C (1.0333, 3.7064, -1.9549)
H (1.3420, 4.7393, -1.9863)
C (0.7907, 2.9553, -0.7950)
H (0.1179, 0.4029, -4.4087)
C (-0.6916, -2.0116, 1.2300)
H (-0.6618, -1.7989, 2.3070)
H (0.0469, -2.7586, 0.9377)
H (-1.7006, -2.2152, 0.8603)
N (-1.4155, -0.1258, -2.8008)
N (1.0477, -0.8475, -2.7276)
N (-1.7145, -0.3045, -1.4665)
N (1.1527, -1.1397, -1.3717)
C (-2.5361, -0.3235, -3.5275)
C (1.9101, -1.6206, -3.4239)
H (-2.5080, -0.2185, -4.6015)
H (1.9899, -1.5307, -4.4935)
C (-3.5814, -0.6435, -2.6708)
C (2.5956, -2.4553, -2.5339)
C (-3.0143, -0.6263, -1.3849)
C (2.0791, -2.1179, -1.2616)
H (-4.6120, -0.8640, -2.9018)
H (3.3486, -3.1892, -2.7386)
H (-3.4998, -0.8339, -0.4386)
H (2.3568, -2.5435, -0.3110)
H (-1.3863, 0.9706, 1.2941)
F (-0.9739, 0.0504, 6.9727)
C (-0.3607, 0.1261, 5.7622)
C (-0.5255, 1.2692, 4.9695)
F (-1.2827, 2.2979, 5.4157)
C (0.1391, 1.3579, 3.7479)
F (-0.0044, 2.5096, 3.0276)
C (1.0450, 0.3510, 3.3096)
S (2.1055, 0.5239, 1.9735)
C (1.0845, -0.8374, 4.0922)
F (1.8481, -1.8752, 3.6710)
C (0.4300, -0.9412, 5.3151)
F (0.5891, -2.0412, 6.0824)

Values from the calculation:
**HOMO-LUMO gap**: 0.2968 Ha
**Lowest unoccupied orbital energy**: -0.0271 Ha
**HOMO**: -0.3239 Ha

C16H14Br2NO9Rh | wB97M-V/def2-TZVPD

Geometry (Å):
Rh (-0.4451, 0.0088, -0.1148)
O (2.8911, 0.3532, 1.9771)
C (1.7818, 0.7003, 1.6654)
O (0.8051, -0.1531, 1.4122)
C (1.3746, 2.1654, 1.5553)
C (-0.1260, 2.3290, 1.7836)
C (-0.5127, 3.8014, 1.8692)
C (-0.4121, 4.2498, 0.3905)
C (0.0718, 2.9811, -0.2930)
O (-0.6621, 1.9662, 0.4680)
C (1.5207, 2.6440, 0.0659)
C (1.9968, 1.5063, -0.8297)
O (3.1048, 1.4193, -1.2813)
O (1.0427, 0.6411, -1.1797)
H (1.9781, 2.7290, 2.2631)
H (-0.5489, 1.6757, 2.5387)
H (-1.5238, 3.9209, 2.2521)
H (0.1727, 4.3386, 2.5227)
H (-1.3899, 4.5301, 0.0027)
H (0.2783, 5.0762, 0.2325)
H (-0.1672, 2.8921, -1.3478)
H (2.2064, 3.4775, -0.0646)
Br (-1.8978, -1.5891, 1.6281)
C (-1.6094, -2.8817, 0.2335)
Br (-0.0131, -2.3647, -0.7491)
H (-2.4443, -2.8433, -0.4537)
H (-1.4543, -3.8610, 0.6668)
O (-2.7880, 0.9071, -0.5409)
C (-2.3183, 1.0357, -1.6886)
O (-1.3562, 0.3058, -2.0851)
C (-2.8906, 2.1569, -2.5035)
C (-4.1369, 2.6810, -2.1794)
C (-4.6295, 3.7721, -2.8735)
C (-3.8458, 4.3266, -3.8708)
C (-2.6046, 3.8267, -4.2147)
C (-2.1332, 2.7202, -3.5253)
N (-4.3556, 5.5134, -4.5922)
O (-5.4850, 5.8809, -4.3406)
O (-3.6128, 6.0477, -5.3897)
H (-4.7034, 2.2311, -1.3769)
H (-5.5944, 4.2016, -2.6500)
H (-2.0338, 4.2965, -5.0015)
H (-1.1722, 2.2844, -3.7681)

Values from the calculation:
**HOMO-LUMO gap**: 0.2941 Ha
**Lowest unoccupied orbital energy**: -0.0539 Ha
**HOMO**: -0.3481 Ha

C16H14BrF6InN5O7S4 | wB97M-V/def2-TZVPD

Geometry (Å):
In (-0.2538, 1.4745, -0.5171)
F (-4.7449, 3.9815, -0.4503)
C (-4.0562, 4.7103, -1.3299)
F (-4.7623, 4.8033, -2.4552)
F (-3.9010, 5.9385, -0.8301)
S (-2.3961, 3.9797, -1.6606)
O (-1.7753, 3.9431, -0.3574)
O (-1.8635, 4.7971, -2.6994)
N (-2.6516, 2.4621, -2.0169)
S (-3.0116, 1.8326, -3.4194)
O (-2.2449, 0.6233, -3.5955)
O (-3.1628, 2.7334, -4.5161)
C (-4.7071, 1.1694, -3.1068)
F (-5.1496, 0.5599, -4.2107)
F (-5.5593, 2.1487, -2.8004)
F (-4.7071, 0.2824, -2.1121)
N (-0.5695, -0.5429, -1.5645)
N (-1.2341, -1.5309, -0.7988)
C (-1.8945, -1.1546, 0.3217)
N (-2.1128, -2.1198, 1.2207)
S (-2.4548, 0.4248, 0.5284)
H (-1.1396, -0.2912, -2.3810)
H (0.3211, -0.9434, -1.8781)
H (-0.6498, -2.3500, -0.6766)
H (-1.4193, -2.8661, 1.3484)
H (-2.5677, -1.8065, 2.0613)
C (2.1380, 2.9304, 3.5277)
C (2.5632, 3.3222, 2.2664)
C (1.8753, 2.8975, 1.1378)
C (0.7540, 2.0790, 1.2549)
C (0.3371, 1.6931, 2.5257)
C (1.0232, 2.1142, 3.6574)
H (2.6763, 3.2588, 4.4088)
H (3.4340, 3.9577, 2.1598)
H (2.2210, 3.2057, 0.1573)
H (-0.5311, 1.0536, 2.6369)
H (0.6882, 1.8029, 4.6395)
O (0.1543, -4.1475, 1.8058)
C (1.1022, -3.5642, 1.2681)
N (1.0260, -2.3610, 0.6828)
S (2.3373, -2.0033, -0.1720)
O (2.9032, -0.7385, 0.2066)
O (2.0484, -2.1652, -1.5883)
C (3.3127, -3.3825, 0.3827)
C (4.6268, -3.7149, 0.1316)
C (5.1055, -4.8890, 0.7044)
C (4.2801, -5.6900, 1.4878)
C (2.9558, -5.3379, 1.7234)
C (2.4833, -4.1666, 1.1640)
H (5.2591, -3.0861, -0.4807)
H (6.1336, -5.1846, 0.5386)
H (4.6798, -6.5995, 1.9183)
H (2.2994, -5.9503, 2.3276)
Br (0.7812, 2.4066, -2.5766)

Values from the calculation:
**HOMO-LUMO gap**: 0.3416 Ha
**Net charge**: -1
**Lowest unoccupied orbital energy**: 0.0856 Ha
**HOMO**: -0.2560 Ha

C16H14ClFHg | wB97M-V/def2-TZVPD

Geometry (Å):
C (2.0203, -2.6481, 2.0220)
C (2.0822, -2.6119, 0.5888)
C (0.7410, -2.5787, 0.0738)
H (2.9921, -2.6274, -0.0150)
C (-0.1482, -2.6534, 1.1936)
C (0.6324, -2.6832, 2.3952)
H (0.2428, -2.8493, 3.4042)
H (2.8706, -2.7541, 2.6989)
H (0.4541, -2.5584, -0.9875)
H (-1.2353, -2.7075, 1.1404)
Hg (1.1789, 0.7765, 0.7851)
Cl (2.6242, 1.2989, 2.6184)
C (1.2234, 2.4197, -3.4277)
C (-0.0167, 1.7751, -3.7741)
C (0.2968, 0.5355, -4.4360)
H (-1.0239, 2.1714, -3.5948)
C (1.7304, 0.4136, -4.4975)
C (2.3029, 1.5794, -3.8753)
H (3.3736, 1.7984, -3.7849)
H (1.3267, 3.3950, -2.9374)
H (-0.4274, -0.1792, -4.8464)
H (2.2866, -0.4105, -4.9615)
F (-4.5309, 1.8459, 3.0429)
C (-3.3259, 1.3384, 2.5737)
C (-3.0271, 1.5059, 1.2126)
C (-1.7563, 1.0593, 0.7651)
C (-0.8332, 0.5866, 1.6749)
C (-1.1674, 0.3374, 2.9953)
C (-2.4436, 0.7406, 3.4856)
H (-3.7191, 2.0153, 0.5382)
H (-1.5162, 1.1748, -0.2982)
H (-0.4530, -0.1234, 3.6989)
H (-2.7548, 0.6173, 4.5286)

Values from the calculation:
**HOMO-LUMO gap**: 0.1929 Ha
**Net charge**: -2
**Lowest unoccupied orbital energy**: 0.1632 Ha
**HOMO**: -0.0297 Ha

Maximum force / Eh/bohr: 0.0333; 0.0935; 0.0111; 0.0173; 0.0440; 0.0474; 0.0106; 0.0395